DFT (ωB97M-V/def2-TZVPD) results for a molecular structure, C34H29Br2N6O6OsS2 in a non-equilibrium geometry.

ORCA input file:
```
! RIJCOSX wB97M-V def2-TZVPD def2/J DEFGRID3
* xyz 1 1
Os 0.21 -0.15 0.14
Br 5.21 -0.49 1.20
C 4.13 -1.66 0.20
C 4.70 -2.79 -0.42
C 3.94 -3.65 -1.17
Br 4.76 -5.14 -1.98
C 2.55 -3.42 -1.35
C 1.67 -4.22 -2.11
C 0.36 -3.86 -2.20
C -0.11 -2.70 -1.55
N 0.68 -1.94 -0.83
C 2.00 -2.28 -0.72
C 2.78 -1.38 0.08
O 2.18 -0.36 0.62
H 5.76 -2.97 -0.30
H 2.05 -5.10 -2.60
H -0.34 -4.45 -2.78
H -1.14 -2.39 -1.62
O -1.77 0.17 -0.59
S -2.61 1.45 -0.21
C -3.22 2.07 -1.82
C -2.08 2.03 -2.82
C -0.86 2.89 -2.46
C 0.34 2.53 -3.33
S 0.77 0.80 -2.98
O 1.01 0.89 -1.48
C 2.41 0.71 -3.66
C 3.49 0.78 -2.79
C 4.76 0.66 -3.33
C 4.94 0.49 -4.70
C 3.84 0.42 -5.54
C 2.56 0.51 -5.02
C -4.08 0.88 0.51
C -4.01 -0.05 1.60
C -5.20 -0.42 2.29
C -6.40 0.13 1.96
C -6.46 1.03 0.87
C -5.34 1.39 0.15
H -3.60 3.07 -1.65
H -4.02 1.41 -2.14
H -2.48 2.34 -3.79
H -1.79 0.99 -2.94
H -0.57 2.75 -1.42
H -1.09 3.95 -2.60
H 1.22 3.12 -3.08
H 0.14 2.62 -4.40
H 3.33 0.90 -1.73
H 5.62 0.71 -2.67
H 5.94 0.40 -5.10
H 3.98 0.27 -6.60
H 1.69 0.43 -5.67
H -2.43 -1.05 0.65
H -5.10 -1.14 3.09
H -7.30 -0.13 2.49
H -7.42 1.44 0.58
H -5.44 2.09 -0.66
C -0.70 -1.81 4.60
N 0.56 -1.18 4.24
C 1.32 -0.59 5.25
C 2.00 0.54 5.08
C 1.74 1.37 3.90
O 2.21 2.46 3.70
N 0.80 0.80 3.00
C 0.50 -0.53 3.02
O -0.01 -1.10 2.04
H -0.57 -2.36 5.52
H -0.98 -2.49 3.79
H -2.58 -1.20 5.21
H 1.37 -1.17 6.17
H 2.66 0.94 5.83
N -0.37 2.88 2.99
C -0.31 1.61 2.33
O -0.16 1.65 1.00
C -1.56 0.83 2.80
C -2.62 -0.09 2.39
N -2.91 -1.15 1.56
C -2.05 0.00 3.71
N -1.75 -0.77 4.83
H -1.19 3.38 2.65
H 0.46 3.42 2.79
*
```

Output
- gap between HOMO and LUMO (spin up / spin down) (Ha) = 0.1431 / 0.1438
- E_HOMO (spin up / spin down) (Ha) = -0.32305 / -0.32364
- relative energy (zero: lowest compared OMol25 entry of this formula, charge and spin) (eV) = 0.265